No. 1
C24H34Cl4N6O11P2PbS2 as an isolated structure, computed with ωB97M-V/def2-TZVPD.

Element x y z (Å)
N (-0.88049, -3.95143, 0.65414)
H (-2.65123, -3.51208, -0.48960)
H (-4.04135, 2.46545, -2.12615)
N (-3.17341, 0.86266, 2.22875)
C (-4.52492, 0.56377, 1.78253)
H (-0.53322, -4.76912, 0.18128)
H (0.10921, 2.95503, -3.42337)
C (-0.18067, -3.25183, 1.57567)
H (3.81345, -3.58313, -2.62716)
H (-3.70585, 1.65007, -3.66230)
Cl (6.99923, -3.38216, 0.00478)
O (2.88769, -1.17855, 3.41713)
C (-4.46323, 3.98369, 1.74746)
O (2.32296, -3.70976, -0.90334)
C (4.99803, -0.73836, -4.01025)
N (-1.11047, 2.79034, -1.72195)
H (-4.65369, -0.52021, 1.73607)
N (-0.75978, -2.09577, 1.81954)
H (-4.54880, 5.06958, 1.67146)
N (-2.81467, 0.77108, -1.95974)
O (0.54501, 0.37320, -2.60179)
C (5.36915, -1.42114, 0.72642)
H (-0.49392, 3.65997, 0.10020)
C (4.43847, -2.92388, 3.03979)
S (1.74667, -2.42843, -1.26531)
H (-1.31606, 1.96241, -3.64603)
H (-5.28432, 0.96454, 2.46352)
H (5.61106, -2.79058, -4.13334)
H (0.70968, 3.70503, -1.19687)
H (-3.36820, -1.20733, -2.37699)
H (-4.65361, 3.56173, 0.76321)
H (5.79166, -0.36700, -4.64604)
C (3.78792, -1.62932, 2.76188)
P (-1.77069, 1.51659, -0.96625)
C (-2.76081, 4.22213, 3.48465)
C (2.94937, -1.65907, -2.36009)
H (-4.82910, 0.92378, -2.49945)
C (-0.35495, 3.79214, -0.97249)
C (5.35801, -3.41366, 2.19112)
Cl (3.92217, -3.75247, 4.44108)
O (2.19594, 2.13428, -3.00467)
C (3.03197, -0.29577, -2.67516)
C (-1.87600, -2.05393, 1.00633)
O (1.74128, -1.53863, -0.06456)
H (-5.23468, 3.63045, 2.44140)
O (0.47137, -2.48812, -1.92613)
H (-2.90419, -0.83114, 3.42338)
H (-2.52151, -1.19297, 0.98808)
H (-1.49164, 3.73481, -3.55541)
C (4.89920, -2.08584, -3.72339)
C (-2.50620, -0.54912, -2.51337)
H (1.92401, -3.35231, 1.65734)
H (1.12852, -4.85865, 2.06688)
O (3.86873, 0.28208, 1.36286)
C (-3.90154, 1.49308, -2.59753)
H (-4.69588, 0.96642, 0.78553)
P (-2.38705, 2.23190, 1.74793)
O (-2.67327, 2.27382, 0.16797)
H (4.11196, 1.20063, -3.72554)
Pb (0.91109, 0.27371, 1.07623)
H (-1.78435, 0.48783, 3.75115)
O (-0.94616, 0.51421, -0.23839)
N (-3.12329, 3.64221, 2.19714)
H (-2.83051, 5.30972, 3.41842)
H (-0.70049, 4.79172, -1.24682)
C (1.06954, -3.77669, 2.18112)
O (-0.96962, 2.21575, 2.16067)
C (-0.94699, 2.86691, -3.17222)
C (-2.81669, 0.25314, 3.50694)
H (1.11972, -3.51948, 3.23633)
C (-1.96018, -3.18848, 0.26719)
C (4.32004, -0.81225, 1.56357)
H (-3.42592, 3.88545, 4.28859)
Cl (5.95362, -0.47242, -0.55627)
Cl (6.05447, -4.94642, 2.47224)
C (3.88717, -2.53749, -2.88949)
O (1.94453, 1.24173, -0.78590)
H (-1.73705, 3.95449, 3.73255)
H (-1.63432, -0.97604, -2.02399)
C (4.06657, 0.14779, -3.48747)
H (-3.47052, 0.59907, 4.31581)
C (5.82122, -2.65555, 1.00309)
H (-2.28617, -0.46722, -3.58114)
S (1.81700, 0.95943, -2.25341)

- energy relative to the best compared isomer or geometry (same formula, charge and spin) (kJ/mol) = 44.1
- HOMO-LUMO gap (eV) = 6.254


No. 2
C24H34EuNO4P2 as an isolated structure, computed with ωB97M-V/def2-TZVPD.

Element x y z (Å)
H (5.09882, 0.91329, -0.17651)
H (0.56438, 2.22838, 6.60313)
H (0.42738, -0.55602, -3.68206)
C (4.38246, 0.43684, -0.86109)
C (-1.17047, 0.96749, 6.87714)
O (0.07430, 0.83150, 2.02668)
C (-0.73818, 2.25426, -2.28546)
H (0.22140, 5.53987, -2.29440)
H (-1.42480, 3.98533, -3.38028)
O (0.80234, -1.10388, -2.93823)
H (1.74063, 2.12827, 1.12769)
H (4.74152, -0.57351, -1.09865)
H (-4.59557, 0.71836, -1.77660)
H (-2.46768, 1.90735, -3.48370)
H (-1.17721, 1.07511, 7.96913)
C (-3.13571, -1.03612, -3.38704)
H (1.85652, 4.56759, -0.63331)
C (0.22147, 4.47406, -2.06560)
C (-1.11076, 0.63987, 4.07316)
C (-2.13048, 0.17308, 6.23598)
C (-0.62660, -3.29405, 0.14548)
C (0.41276, -5.47081, -0.16156)
C (2.88987, -0.43653, 1.49969)
C (-0.65254, -4.69793, 0.30621)
C (1.52496, -3.44058, -0.95360)
H (2.34104, -5.44929, -1.15415)
H (-0.79147, 0.69006, -4.40958)
O (-0.11258, 0.14827, -4.83568)
C (-0.19523, 1.60984, 6.10688)
O (-1.80976, -0.35490, 1.94923)
C (2.15395, 2.03112, 0.10887)
H (-1.46025, -2.69294, 0.54612)
H (3.03910, 2.68120, 0.05386)
H (4.33206, 1.02485, -1.78665)
H (0.47222, 0.82804, -5.24846)
H (-3.93979, -0.01245, -0.24992)
C (-3.72654, 0.63535, -1.10875)
H (0.93905, -0.66962, -2.02153)
H (-1.49619, -5.17698, 0.79147)
C (1.50290, -4.85217, -0.78488)
P (-2.32115, -0.09083, -2.05297)
H (-2.43689, -1.25964, -4.20233)
Eu (-0.31626, -0.37916, 0.03784)
H (-3.46513, -1.99043, -2.95549)
H (1.88140, -0.44081, -1.02165)
N (0.24685, 1.72948, -1.45691)
C (1.13178, 2.57036, -0.89112)
H (2.87273, -1.52867, 1.38232)
H (2.06509, -0.13646, 2.16550)
H (-4.01055, -0.50405, -3.77995)
C (-0.68762, 3.61518, -2.66690)
H (0.40168, -6.54972, -0.04430)
C (-2.10159, 0.01057, 4.84282)
H (2.41732, -2.97194, -1.40354)
C (1.12626, 3.93991, -1.14515)
H (0.59703, 1.95487, 4.12695)
C (-0.17307, 1.45538, 4.72168)
H (-3.43552, 1.63329, -0.74519)
H (-2.83377, -0.61920, 4.34359)
H (0.64225, -2.06586, -2.88676)
H (-2.89806, -0.33488, 6.82810)
C (-1.76505, 1.41079, -2.80689)
P (2.77224, 0.34948, -0.10602)
C (0.44813, -2.68748, -0.50726)
C (-0.97484, 0.36046, 2.61138)
H (3.83940, -0.14222, 1.96923)

- spin multiplicity = 7
- <S²> = 12.0522
- HOMO-LUMO gap (spin up / spin down) (eV) = 4.494 / 4.258


No. 3
A 7-piece molecular cluster, C24H34F6NO23S overall, computed with ωB97M-V/def2-TZVPD.

Element x y z (Å)
C (-1.73022, 2.17382, 6.41923)
O (4.82620, 2.78486, 6.05622)
O (-4.39131, 0.39442, 2.07717)
H (-2.17440, -1.84134, -10.44096)
O (4.10743, -3.24814, -0.98979)
O (-0.33114, 1.24318, 4.89932)
C (2.06492, -0.80578, 0.30164)
C (-3.23303, 5.02092, 1.35982)
C (-2.43218, 5.58782, 3.32966)
H (5.20848, -3.58167, 0.71306)
H (-0.35794, 3.29669, 5.18920)
C (-4.36303, 5.46188, 2.22606)
O (-0.48143, -1.53730, -3.82263)
H (-3.13695, 3.93395, 1.26615)
C (2.09630, 0.57921, 1.17828)
O (-3.86773, 2.17635, 0.07928)
H (-1.98153, -2.53529, -0.52267)
H (1.20550, 1.31485, 0.98019)
O (4.96670, 2.20640, 3.87546)
H (2.17220, 0.43472, 2.33794)
F (2.79330, 2.33044, 3.35007)
H (-2.68044, 0.02003, -1.47461)
O (-1.98294, 0.78783, 6.37387)
O (1.67269, -1.27435, -3.10047)
C (-3.52749, -1.85229, -8.00338)
C (6.22110, -4.05002, -1.14146)
O (-3.14051, -0.89075, -8.89621)
O (6.87847, 2.54216, 5.07633)
H (3.00810, -1.49598, 0.43853)
H (-5.21496, 4.77826, 2.17839)
C (5.34041, -3.18988, -0.30109)
C (0.86782, -1.40734, -4.00731)
H (-4.71003, 6.47290, 1.98771)
F (-2.91562, 2.82113, 6.47823)
H (-1.41003, -0.52226, -5.34927)
O (-2.01237, 1.38192, 1.58523)
H (-1.73935, 2.61486, 4.30041)
C (4.12803, -4.40344, -1.72213)
H (2.80733, 2.35249, 6.25331)
H (3.20683, 3.80394, 5.30631)
H (0.17993, -0.94863, 2.55111)
C (-4.14171, -2.61355, -9.97473)
C (0.06697, -1.97423, -5.97716)
O (1.85804, -2.12996, 3.89407)
N (0.81205, -1.64586, 0.48191)
H (-2.06309, -1.70430, 1.23914)
O (1.20361, -1.45232, -5.32712)
F (-0.01781, -1.41208, -7.20372)
H (3.54302, 0.85951, 4.49464)
C (0.62448, -1.85936, 1.96667)
H (-1.91496, -2.21690, -5.15858)
H (-0.16870, -2.74336, 2.07956)
O (-2.09639, 5.54283, 2.00986)
C (-0.33167, -0.95014, -0.22075)
C (-1.04026, 2.44472, 5.12607)
H (-4.06782, 0.91637, 2.88581)
H (0.99971, -2.57264, 0.00010)
F (-3.82895, -3.66532, -10.76443)
O (-3.93642, -2.98998, -8.63195)
H (3.08020, 1.16530, 0.84991)
H (-5.19048, -2.33481, -10.12275)
H (1.02971, -2.59122, 4.25020)
S (-3.30829, 0.91044, 0.83278)
F (-3.31781, 5.58308, 0.13326)
C (-2.95987, -0.45284, -0.44137)
C (-3.17812, -1.49396, -10.17397)
O (-1.62731, 5.72080, 4.23650)
C (-0.98354, 0.27019, 5.60580)
H (2.07649, -0.47925, -0.84622)
O (3.17956, -4.82359, -2.36380)
H (5.70435, -2.16100, -0.23507)
H (6.70722, -3.52189, -1.96867)
C (3.51272, 2.77731, 5.53405)
F (7.15081, -4.67399, -0.38385)
O (1.86563, -2.37828, 2.61329)
C (5.66098, 2.51553, 5.00642)
H (0.16305, -3.06121, -6.07083)
C (-1.06303, -1.53328, -5.11092)
H (-0.37396, 0.21048, -0.07436)
C (3.65491, 1.93382, 4.31339)
H (-0.15399, -1.12197, -1.38867)
H (-1.13165, 2.41013, 7.30545)
O (-0.70044, -0.91536, 5.55901)
C (-1.82157, -1.55002, 0.10456)
O (-3.51451, -1.70630, -6.79243)
H (-3.51695, -0.78370, -10.93299)
O (5.33950, -5.02337, -1.65357)
H (-3.93941, -1.11288, -0.61507)
O (-3.78143, 5.45786, 3.51435)

- net charge = +1
- HOMO-LUMO gap (eV) = 9.968


no.,F_max (eV/A)
1,0.264
2,2.225
3,7.484